P.
The following is a DFT calculation (wB97M-V/def2-TZVPD) of a cluster of 2 separate species, CH2N2O3S in total.

For the HOMO energy, the calculation gives -0.36908 hartree. For the frontier orbital gap, the calculation gives 0.3717 hartree. The calculation puts the lowest unoccupied orbital energy at 0.071 eV.

Last column: Löwdin charge in e.
Atoms and positions in Å:
1 C -0.84871 -1.36228 -0.01334  -0.50
2 N -0.80340 -1.22390 -1.18101  0.22
3 N 0.82814 0.34759 0.59275  -0.41
4 O 1.10739 1.11830 -0.51729  -0.10
5 O -1.18443 -1.48192 1.11735  0.03
6 O -0.70265 2.06276 1.36239  -0.44
7 S -0.12472 0.81526 1.64666  0.95
8 H 1.88813 0.78274 -1.01269  0.12
9 H -0.15974 -1.05855 -1.99481  0.13


Q.
The following is a DFT calculation (wB97M-V/def2-TZVPD) of an isolated molecule of CH2N2O3S.

The SMILES is O=S(=O)=N/C=[NH+]\[O-]. For the HOMO energy (spin up / spin down), the calculation gives -0.33506 / -0.33507 hartree. For the frontier orbital gap (spin up / spin down), the calculation gives 0.2910 / 0.2910 hartree. The calculation puts the lowest unoccupied orbital energy (spin up / spin down) at -1.200 / -1.199 eV.

Last column: Löwdin charge in e.
Atoms and positions in Å:
1 O 0.35334 1.36283 -1.94521  -0.24
2 S 0.02195 1.40394 -0.56858  0.77
3 O -0.40178 2.52579 0.09705  -0.21
4 N 1.07824 0.44855 0.19060  -0.10
5 C 0.62066 -0.75059 0.51180  -0.23
6 N -0.67235 -1.09365 0.38835  -0.15
7 O -1.61778 -0.28123 -0.04313  -0.15
8 H 1.38584 -1.53331 0.89543  0.17
9 H -0.76812 -2.08233 0.47370  0.14


Relative energies in kcal/mol: P 0.0; Q 20.7